# H6O3

3 unconnected molecules or ions with the total composition H6O3 (wB97M-V/def2-TZVPD, OMol25).

Computed properties:
**Total energy**: -6240.0143 eV
**Energy above the lowest of the compared OMol25 structures with the same formula, charge and spin**: 0.239 eV
**HOMO**: -11.026 eV
**Largest force on an atom**: 0.0049 hartree/bohr

CARTESIAN COORDINATES (ANGSTROEM)
O1 1.360 -0.314 -0.437
H1 1.613 -0.357 -1.362
H2 0.429 -0.605 -0.403
O2 -1.333 -1.152 -0.328
H3 -1.896 -0.473 0.062
H4 -1.758 -1.396 -1.156
O3 0.265 1.698 1.353
H5 0.474 1.492 0.434
H6 0.847 1.106 1.837

---

# H6O3

3 unconnected molecules or ions with the total composition H6O3 in a non-equilibrium geometry (wB97M-V/def2-TZVPD, OMol25).

Computed properties:
**Total energy**: -6239.1889 eV
**Energy above the lowest of the compared OMol25 structures with the same formula, charge and spin**: 1.064 eV
**HOMO**: -11.142 eV
**Largest force on an atom**: 0.0816 hartree/bohr

CARTESIAN COORDINATES (ANGSTROEM)
O1 -1.939 0.847 0.442
H1 -1.061 1.343 0.404
H2 -1.607 0.003 0.721
O2 0.806 0.084 -2.420
H3 0.537 1.006 -2.079
H4 1.325 0.330 -3.274
O3 0.480 -1.031 1.701
H5 0.067 -1.242 2.673
H6 1.391 -1.338 1.830